[1]
{"formula": "C56H47BrCrN3O4P2S", "method": "wB97M-V/def2-TZVPD", "charge": 1, "mol_weight_g_mol": 1051.92, "largest_force_ev_per_a": 1.6, "multiplicity": 5, "orbital_gap_ev": [8.172, 7.936], "e_homo_ev": [-10.8, -10.8], "s_squared": 6.027, "lumo_energy_ha": [-0.095, -0.104], "symbols": ["Cr", "C", "C", "C", "C", "C", "C", "C", "C", "P", "C", "C", "C", "C", "C", "C", "C", "C", "C", "C", "C", "C", "C", "O", "C", "C", "C", "C", "C", "C", "P", "C", "C", "C", "C", "C", "C", "C", "C", "C", "C", "C", "C", "H", "H", "H", "H", "H", "H", "H", "H", "H", "H", "H", "H", "H", "H", "H", "H", "H", "H", "H", "H", "H", "H", "H", "H", "H", "H", "H", "H", "H", "H", "H", "H", "C", "C", "C", "C", "C", "C", "C", "S", "O", "O", "N", "C", "C", "C", "C", "C", "N", "H", "H", "H", "H", "H", "H", "H", "H", "H", "H", "H", "O", "C", "C", "C", "N", "C", "Br", "C", "H", "H", "H", "H"], "xyz": [[0.1688, 0.5867, -0.2362], [5.4994, 0.2456, 5.3937], [4.4795, -0.3354, 4.4140], [4.4429, -1.8707, 4.5682], [3.0825, 0.2068, 4.6709], [2.6283, 0.6684, 5.8993], [1.3263, 1.1182, 6.0616], [0.4485, 1.1357, 4.9908], [0.8759, 0.6822, 3.7472], [-0.1786, 0.5554, 2.2531], [-1.5014, 1.7006, 2.7929], [-1.1421, 3.0433, 2.9334], [-2.0663, 3.9736, 3.3779], [-3.3621, 3.5733, 3.6817], [-3.7314, 2.2480, 3.5130], [-2.8064, 1.3121, 3.0665], [-0.8582, -1.1250, 2.5064], [-1.3769, -1.5249, 3.7386], [-1.8789, -2.8050, 3.8975], [-1.8640, -3.7016, 2.8365], [-1.3285, -3.3214, 1.6167], [-0.8195, -2.0421, 1.4578], [2.1736, 0.2049, 3.6221], [2.5052, -0.2442, 2.3741], [3.8104, -0.0001, 2.0163], [4.0242, 0.3050, 0.6793], [5.3148, 0.6545, 0.2930], [6.3513, 0.6256, 1.2085], [6.1080, 0.2931, 2.5313], [4.8238, 0.0032, 2.9692], [2.6189, 0.2656, -0.5279], [3.0473, 1.8577, -1.3256], [3.8698, 2.0186, -2.4326], [4.1436, 3.2902, -2.9114], [3.5886, 4.4062, -2.3003], [2.7462, 4.2502, -1.2107], [2.4826, 2.9797, -0.7236], [3.1222, -1.2114, -1.4926], [4.4088, -1.4672, -1.9558], [4.6796, -2.6261, -2.6698], [3.6795, -3.5536, -2.9125], [2.4001, -3.3240, -2.4280], [2.1281, -2.1651, -1.7224], [5.2369, -0.0121, 6.4184], [5.5567, 1.3312, 5.3036], [6.4867, -0.1745, 5.2098], [4.1738, -2.1402, 5.5907], [5.4235, -2.2916, 4.3406], [3.7126, -2.3128, 3.8885], [3.2962, 0.6804, 6.7491], [0.9978, 1.4639, 7.0327], [-0.5556, 1.5146, 5.1240], [-0.1265, 3.3506, 2.7031], [-1.7720, 5.0078, 3.5026], [-4.0756, 4.2918, 4.0634], [-4.7425, 1.9359, 3.7438], [-3.0951, 0.2772, 2.9387], [-1.3796, -0.8378, 4.5750], [-2.2788, -3.1064, 4.8572], [-2.2590, -4.7004, 2.9665], [-1.3084, -4.0147, 0.7861], [-0.3786, -1.7586, 0.5078], [5.5071, 0.9936, -0.7145], [7.3561, 0.8770, 0.8956], [6.9328, 0.2861, 3.2294], [4.2511, 1.1432, -2.9445], [4.7928, 3.4106, -3.7692], [3.8051, 5.3961, -2.6796], [2.2952, 5.1161, -0.7430], [1.8361, 2.8558, 0.1453], [5.2181, -0.7782, -1.7666], [5.6828, -2.8026, -3.0356], [3.9008, -4.4559, -3.4675], [1.6116, -4.0456, -2.6029], [1.1221, -1.9828, -1.3701], [-2.0199, -0.6783, -8.5551], [-1.4744, -0.3057, -7.2056], [-1.0546, -1.2909, -6.3125], [-0.6144, -0.9551, -5.0446], [-0.6067, 0.3815, -4.6670], [-0.9807, 1.3835, -5.5463], [-1.4048, 1.0317, -6.8165], [-0.1605, 0.7203, -2.9895], [-0.6086, 2.0321, -2.5538], [1.2645, 0.5210, -2.9337], [-0.7681, -0.4160, -2.0296], [-2.1546, -0.5779, -1.8052], [-3.1194, 0.0630, -2.7710], [-4.3217, 0.6115, -2.6253], [-5.2056, 0.7261, -1.4000], [-4.6261, -0.3111, 0.9367], [-2.4025, -0.2974, -0.3870], [-1.9463, -1.7507, -8.7236], [-1.4837, -0.1585, -9.3498], [-3.0710, -0.3943, -8.6289], [-1.0900, -2.3311, -6.6105], [-0.3056, -1.7114, -4.3335], [-0.9547, 2.4162, -5.2212], [-1.6990, 1.8044, -7.5163], [-2.7356, 0.0430, -3.7769], [-4.7539, 1.0293, -3.5291], [-6.2400, 0.8090, -1.7336], [-4.9937, -0.1260, 1.9296], [-6.0119, 2.7523, -0.5887], [-4.9106, 2.0003, -0.6481], [-3.7550, 2.4756, -0.0987], [-2.4005, 2.0388, 0.0071], [-1.7594, 0.9133, -0.0838], [-3.6645, -0.5002, 0.0899], [-2.5523, -2.6073, -1.9666], [-5.0077, -0.5051, -0.5121], [-5.8635, 3.5805, -0.1139], [-3.8591, 3.4827, 0.2990], [-1.7242, 2.8438, 0.2770], [-5.4410, -1.4221, -0.8972]], "atomic_forces_ev_per_a": [[0.5, -0.4, 0.2], [-0.1, 0.0, -0.1], [0.0, -0.1, 0.0], [0.0, 0.1, 0.0], [0.1, 0.0, 0.0], [0.0, 0.0, 0.0], [-0.1, 0.0, 0.1], [0.0, 0.0, 0.0], [0.2, 0.0, -0.3], [-0.3, -0.1, 1.1], [0.1, 0.0, 0.0], [0.0, -0.1, -0.1], [0.1, 0.1, 0.0], [0.0, 0.0, 0.0], [0.0, 0.0, 0.0], [0.1, 0.0, 0.1], [0.0, 0.0, -0.2], [0.0, 0.0, -0.1], [0.0, 0.0, 0.1], [0.0, 0.0, 0.0], [0.0, -0.1, 0.0], [0.1, 0.1, 0.2], [-0.3, 0.2, 0.2], [0.2, -0.3, 0.2], [0.3, 0.1, -0.3], [-0.5, 0.0, 0.3], [0.0, 0.0, 0.0], [0.1, 0.0, -0.1], [0.0, 0.1, 0.0], [0.0, -0.1, 0.1], [1.5, 0.0, -0.2], [-0.2, -0.1, -0.1], [-0.2, -0.1, 0.0], [0.1, 0.0, 0.0], [0.0, 0.0, 0.0], [0.0, 0.1, 0.0], [0.0, -0.1, 0.0], [-0.4, 0.0, 0.0], [0.0, 0.0, -0.1], [0.1, 0.0, 0.0], [0.0, 0.0, 0.0], [0.0, -0.1, 0.0], [0.0, 0.2, 0.0], [0.0, 0.0, 0.0], [0.0, 0.0, 0.0], [0.0, 0.0, 0.0], [0.0, 0.0, 0.0], [0.0, 0.0, 0.0], [0.0, 0.0, 0.0], [0.0, 0.0, 0.0], [0.0, 0.0, 0.0], [0.0, 0.0, 0.0], [0.0, 0.0, 0.1], [0.0, 0.0, 0.0], [0.0, 0.0, 0.0], [0.0, 0.0, 0.0], [0.0, 0.1, 0.1], [0.0, 0.0, 0.0], [0.0, 0.0, 0.0], [0.0, 0.0, 0.0], [0.0, 0.0, 0.0], [-0.1, -0.1, 0.0], [0.0, 0.0, 0.0], [0.0, 0.0, 0.0], [0.0, 0.0, 0.0], [0.1, 0.0, 0.0], [0.0, 0.0, 0.0], [0.0, 0.0, 0.0], [0.0, 0.0, 0.0], [0.0, 0.1, 0.0], [0.0, 0.0, 0.0], [0.0, 0.0, 0.0], [0.0, 0.0, 0.0], [0.0, 0.0, 0.0], [-0.1, 0.0, 0.0], [0.0, 0.1, 0.0], [0.0, 0.0, 0.0], [0.0, 0.1, 0.0], [0.0, 0.1, 0.0], [-0.2, -0.1, 0.3], [0.0, 0.1, 0.2], [0.0, 0.0, 0.0], [-0.1, 0.0, -0.6], [-0.2, 0.1, -0.3], [0.4, -0.2, 0.1], [0.2, 0.4, 0.2], [-0.3, -0.6, 0.1], [0.2, -0.1, 0.0], [0.0, 0.1, 0.0], [0.1, -0.1, 0.0], [0.1, -0.6, 0.1], [0.0, 0.0, -0.4], [0.0, 0.0, -0.1], [0.0, 0.0, 0.0], [0.0, 0.0, 0.0], [0.0, 0.0, 0.0], [0.0, 0.0, 0.0], [0.0, 0.0, 0.0], [0.0, 0.0, 0.0], [0.0, 0.0, -0.2], [0.0, 0.0, 0.0], [0.0, 0.0, 0.0], [0.0, 0.3, -0.1], [-0.2, 0.0, -0.1], [0.1, -0.1, 0.0], [-0.2, 0.2, 0.0], [0.1, -0.3, -0.1], [-1.3, 0.6, 0.1], [-0.5, 0.1, 0.1], [0.1, 0.4, 0.0], [0.2, 0.3, 0.0], [0.1, 0.0, 0.0], [0.1, 0.0, 0.0], [0.0, 0.0, 0.0], [0.0, 0.0, 0.0]]}

[2]
{"formula": "C56H47CuN4O4Sb2", "method": "wB97M-V/def2-TZVPD", "charge": -1, "mol_weight_g_mol": 1147.08, "largest_force_ev_per_a": 0.7, "multiplicity": 2, "orbital_gap_ev": [6.338, 6.147], "e_homo_ev": [-4.1, -4.1], "s_squared": 0.759, "lumo_energy_ha": [0.084, 0.077], "symbols": ["Cu", "O", "C", "C", "C", "C", "C", "C", "C", "N", "N", "C", "O", "C", "C", "C", "C", "C", "C", "H", "H", "H", "H", "H", "H", "H", "H", "H", "H", "C", "C", "C", "Sb", "C", "C", "C", "C", "C", "C", "C", "C", "C", "C", "C", "C", "Sb", "C", "C", "C", "C", "C", "C", "C", "C", "C", "C", "C", "C", "H", "H", "H", "H", "H", "H", "H", "H", "H", "H", "H", "H", "H", "H", "H", "H", "H", "H", "H", "H", "H", "H", "H", "H", "H", "H", "O", "C", "N", "C", "C", "O", "N", "C", "C", "C", "C", "C", "C", "C", "C", "C", "C", "C", "C", "H", "H", "H", "H", "H", "H", "H", "H", "H", "H", "H"], "xyz": [[-3.1236, -2.3043, 1.1750], [-2.9312, -3.9431, 0.1841], [-1.8569, -4.6594, 0.2203], [-1.6594, -5.6039, -0.8270], [-0.5589, -6.4201, -0.9041], [0.4489, -6.3628, 0.0654], [0.2903, -5.4637, 1.0971], [-0.8190, -4.6163, 1.2173], [-0.7873, -3.7043, 2.3590], [-1.7385, -2.8968, 2.6087], [-1.6286, -2.0153, 3.6804], [-2.4131, -0.9958, 3.4476], [-3.0567, -0.7179, 2.3669], [-2.5769, -0.0114, 4.5714], [-3.4196, 1.0813, 4.3946], [-3.5549, 2.0360, 5.3948], [-2.8525, 1.9009, 6.5839], [-2.0270, 0.7979, 6.7727], [-1.8924, -0.1544, 5.7751], [-2.4286, -5.6320, -1.5887], [-0.4673, -7.1107, -1.7358], [1.3212, -7.0003, 0.0082], [1.0563, -5.3907, 1.8646], [0.1095, -3.7114, 2.9876], [-3.9599, 1.1648, 3.4604], [-4.2080, 2.8867, 5.2432], [-2.9499, 2.6469, 7.3626], [-1.4803, 0.6842, 7.7007], [-1.2501, -1.0158, 5.9014], [-0.0852, 2.4660, 3.8609], [1.3094, 1.9647, 3.6735], [1.4074, 0.4636, 3.3842], [1.5205, -0.6584, 1.5127], [3.6670, -0.4949, 1.4758], [4.3575, 0.6855, 1.7549], [5.7426, 0.7313, 1.7248], [6.4718, -0.4086, 1.4097], [5.8055, -1.5919, 1.1364], [4.4158, -1.6304, 1.1746], [1.3213, 0.1939, -0.5797], [1.0896, -1.1683, -1.2674], [1.7227, -1.4521, -2.6406], [2.9605, 0.2499, -3.1240], [3.0889, 1.2303, -2.0109], [2.4466, 1.1311, -0.8572], [-1.2995, 1.7748, 1.4002], [-1.4728, 3.9145, 1.5491], [-0.4206, 4.7265, 1.1337], [-0.4659, 6.0997, 1.3403], [-1.5602, 6.6823, 1.9638], [-2.6148, 5.8828, 2.3808], [-2.5640, 4.5101, 2.1774], [-2.7342, 1.5953, -0.1716], [-2.4050, 0.3770, -1.0310], [-2.9268, 0.5978, -2.4802], [-2.9881, 2.0079, -2.9729], [-3.3064, 2.9794, -2.1262], [-3.2477, 2.7170, -0.6882], [-0.2384, 3.5382, 3.8658], [-0.7055, 1.9163, 4.5541], [1.8187, 2.1435, 4.6366], [1.8594, 2.5667, 2.9422], [0.5886, -0.0633, 3.8821], [2.3467, 0.0645, 3.7780], [3.8121, 1.5884, 2.0070], [6.2558, 1.6591, 1.9459], [7.5534, -0.3730, 1.3825], [6.3636, -2.4885, 0.8970], [3.9111, -2.5673, 0.9632], [1.4323, -2.0069, -0.6483], [1.3979, -2.4395, -2.9696], [3.5849, 0.5638, -3.9585], [3.8095, 2.0311, -2.1398], [2.6187, 1.8912, -0.1037], [0.4297, 4.2926, 0.6240], [0.3586, 6.7192, 1.0078], [-1.5932, 7.7531, 2.1214], [-3.4757, 6.3258, 2.8663], [-3.3949, 3.9020, 2.5232], [-2.9519, -0.4882, -0.6348], [-2.5127, -1.3800, -3.0579], [-2.8410, 2.1948, -4.0298], [-3.4354, 4.0034, -2.4535], [-3.4300, 3.5677, -0.0438], [-0.1242, 2.1021, -0.2292], [0.0428, 0.9678, -0.9865], [0.0211, 1.3663, -2.4168], [0.1498, 0.3123, -3.3799], [-0.4675, -1.2681, -1.2142], [-1.1041, -2.2646, -1.4296], [-0.9916, -0.0221, -0.8410], [-0.8996, -0.3976, -3.8516], [-0.7040, -1.5818, -4.7403], [-1.6130, -1.9004, -5.6682], [-2.8428, -1.1243, -5.7970], [-3.2119, -0.3822, -4.7565], [-2.3738, -0.3760, -3.4968], [1.5409, -0.2783, -3.6400], [1.7969, -0.5719, -5.1012], [2.7572, -1.3322, -5.6318], [3.7587, -2.1226, -4.9077], [3.9877, -2.0733, -3.5951], [3.2503, -1.2024, -2.6289], [0.7437, 2.0639, -2.5563], [0.1642, -2.2074, -4.6312], [-1.4494, -2.7573, -6.3099], [-3.4571, -1.2071, -6.6840], [-4.1492, 0.1624, -4.7526], [-3.9856, 0.3176, -2.3684], [1.1462, -0.0394, -5.7857], [2.8018, -1.3884, -6.7134], [4.3604, -2.7974, -5.5060], [4.7498, -2.7259, -3.1839], [3.7181, -1.2313, -1.6437]], "atomic_forces_ev_per_a": [[0.1, -0.1, 0.0], [0.0, 0.1, 0.0], [0.0, 0.0, 0.0], [0.0, 0.0, 0.0], [0.0, 0.0, 0.0], [0.0, 0.0, 0.0], [0.1, 0.0, 0.0], [0.0, 0.1, 0.2], [-0.1, -0.1, -0.2], [0.2, 0.1, 0.3], [-0.1, -0.2, -0.3], [0.0, 0.4, 0.3], [-0.2, -0.1, -0.1], [0.1, -0.1, -0.2], [0.1, 0.1, 0.0], [0.0, 0.0, 0.0], [0.0, 0.0, 0.0], [0.0, 0.0, 0.0], [0.0, 0.0, 0.0], [0.0, 0.0, 0.0], [0.0, 0.0, 0.0], [0.0, 0.0, 0.0], [0.0, 0.0, 0.0], [0.0, 0.0, 0.0], [0.0, 0.0, 0.0], [0.0, 0.0, 0.0], [0.0, 0.0, 0.0], [0.0, 0.0, 0.0], [0.0, 0.0, 0.0], [0.5, 0.2, 0.4], [0.0, 0.0, 0.0], [0.0, 0.1, -0.1], [-0.4, -0.1, 0.3], [0.1, -0.1, -0.2], [0.0, 0.0, 0.1], [0.0, 0.0, 0.0], [0.0, 0.0, 0.0], [0.0, 0.0, 0.0], [0.0, 0.0, -0.1], [0.1, 0.2, 0.2], [0.0, -0.1, -0.1], [0.0, 0.0, 0.0], [0.0, 0.1, 0.0], [0.0, 0.0, 0.1], [0.0, 0.0, -0.1], [-0.2, 0.0, -0.1], [-0.1, 0.0, 0.1], [-0.1, 0.1, -0.1], [0.0, 0.0, 0.0], [0.0, 0.0, 0.0], [0.0, 0.0, 0.0], [0.0, 0.0, 0.1], [0.2, -0.3, -0.2], [0.0, 0.1, 0.2], [0.0, 0.0, 0.0], [0.0, 0.0, 0.0], [0.0, 0.0, 0.1], [-0.1, 0.1, -0.1], [0.0, 0.0, -0.1], [-0.2, -0.2, -0.1], [0.1, 0.0, -0.1], [-0.1, 0.0, 0.0], [0.0, 0.0, 0.0], [0.0, 0.0, 0.2], [0.0, 0.0, 0.0], [0.0, 0.0, 0.0], [0.0, 0.0, 0.0], [0.0, 0.0, 0.0], [0.0, 0.0, 0.0], [0.0, 0.0, 0.0], [0.0, 0.0, 0.0], [0.0, 0.0, 0.0], [0.0, 0.0, 0.0], [0.0, 0.0, 0.0], [0.0, -0.1, 0.0], [0.0, 0.0, 0.0], [0.0, 0.0, 0.0], [0.0, 0.0, 0.0], [0.0, 0.0, 0.0], [0.0, 0.1, 0.0], [0.0, 0.0, 0.0], [0.0, 0.0, 0.0], [0.0, 0.0, 0.0], [0.0, 0.0, 0.0], [0.1, 0.0, 0.1], [0.0, 0.0, -0.1], [0.1, 0.0, -0.1], [0.0, 0.0, 0.1], [0.0, 0.2, 0.1], [0.0, 0.0, -0.1], [-0.1, -0.2, -0.1], [0.0, -0.1, -0.1], [0.0, 0.2, 0.1], [-0.1, 0.0, 0.0], [0.1, -0.1, 0.0], [0.0, 0.0, 0.1], [0.0, 0.0, -0.1], [0.0, 0.0, 0.0], [-0.1, 0.0, 0.0], [0.1, -0.1, 0.1], [-0.1, 0.1, -0.1], [0.0, 0.0, 0.1], [0.1, -0.1, 0.0], [0.0, 0.0, 0.0], [0.1, 0.0, 0.0], [0.0, 0.0, 0.0], [0.0, 0.0, 0.0], [0.0, 0.0, 0.0], [0.0, -0.1, 0.0], [0.0, 0.0, 0.0], [0.0, 0.0, 0.0], [0.0, 0.0, 0.0], [0.0, 0.0, 0.0], [0.0, 0.0, 0.0]]}